Record 1
A single C4H7NO2 molecule. Source: the OMol25 dataset; level of theory: ωB97M-V with the def2-TZVPD basis set.

Calculated values
Gap between HOMO and LUMO = 9.90 eV
Net charge = 0
Structure (SMILES) = C=CONC(C)=O
ΔE to the lowest compared entry with this formula, charge and spin = 85.4 kcal per mole
E_LUMO = 0.81 eV
Highest occupied orbital energy = -0.3340 Eh

```
14
Properties=species:S:1:pos:R:3:forces:R:3
C -0.882361 -1.760312 0.157474 0.1 0.1 -0.2
C -0.719626 -1.457796 -1.124887 -0.3 -0.2 0.2
O 0.205745 -0.632908 -1.720606 -0.3 -0.1 -0.4
N 0.450737 0.643418 -1.162520 0.3 0.1 0.3
C -0.112915 1.020341 0.056188 -0.2 -0.1 0.1
C 0.923885 1.450486 1.071379 0.0 0.1 0.1
O -1.297579 0.937021 0.283365 0.4 0.2 -0.1
H -0.270876 -1.380760 0.968841 -0.1 0.0 -0.2
H -1.741857 -2.357958 0.438909 0.2 -0.1 -0.1
H -1.356012 -1.866917 -1.901872 0.0 -0.1 0.1
H 1.450042 0.771536 -1.220535 0.0 -0.2 0.2
H 1.618376 0.613516 1.223284 -0.1 0.2 0.0
H 1.506612 2.313920 0.736915 -0.1 -0.1 0.0
H 0.423968 1.681273 2.010573 0.1 0.1 -0.1
```
Forces are in eV/Å.


Record 2
A single C2H2O2S2 molecule at a distorted geometry. Source: the OMol25 dataset; level of theory: ωB97M-V with the def2-TZVPD basis set.

Calculated values
Gap between HOMO and LUMO = 9.00 eV
Net charge = 0
Structure (SMILES) = O=C(S)C(O)=S
ΔE to the lowest compared entry with this formula, charge and spin = 13.4 kcal per mole
E_LUMO = -0.56 eV
Highest occupied orbital energy = -0.3517 Eh

```
8
Properties=species:S:1:pos:R:3:forces:R:3
O 1.759376 -0.321078 -1.334746 -1.3 0.7 0.5
C 0.730561 0.082508 -0.846900 0.5 -0.5 -0.7
S -0.317833 1.395743 -1.504070 0.9 -0.1 -0.5
C 0.035587 -0.590514 0.314181 -0.3 -1.3 0.0
O -0.161559 0.200238 1.329337 0.3 1.7 1.2
S -0.545288 -2.094199 0.334106 0.2 -0.5 -0.6
H -0.913784 1.620407 -0.344155 -0.3 0.0 0.3
H -0.587060 -0.293105 2.052246 0.0 0.0 -0.2
```
Forces are in eV/Å.


Record 3
A molecular structure, C28H78As2F15N6O8 at a distorted geometry. Source: the OMol25 dataset; level of theory: ωB97M-V with the def2-TZVPD basis set.

Calculated values
Gap between HOMO and LUMO = 2.39 eV
Net charge = +3
E_LUMO = -8.23 eV
Highest occupied orbital energy = -0.3903 Eh

```
137
Properties=species:S:1:pos:R:3:forces:R:3
C 2.771719 7.853457 0.968864 1.3 0.9 -0.6
C 1.692309 6.831837 0.890224 -0.6 -0.1 -0.3
C 2.130779 5.377737 1.067074 -0.2 -1.4 0.0
O 1.021469 4.457937 0.867164 0.1 -0.7 1.3
C 1.186629 3.134247 1.592374 -0.2 1.6 0.0
N 0.637119 7.144037 1.991074 -0.1 -0.4 -0.6
H -0.001301 6.361557 2.006924 -0.1 -0.8 0.5
H 1.043859 7.334777 2.895664 0.6 -0.5 0.6
H -0.000251 7.923327 1.910004 0.1 0.9 -1.0
H 2.546089 8.856777 0.607564 -1.1 0.2 0.6
H 3.540739 7.729857 0.206344 0.3 -1.0 0.2
H 3.258269 7.927707 1.941424 0.0 -0.1 0.0
H 1.180309 6.872577 -0.071176 -0.3 0.2 0.1
H 2.600959 5.205887 2.035324 -0.2 0.1 0.4
H 2.856349 5.003997 0.344604 0.4 1.1 -0.3
H 0.174829 2.743697 1.701074 0.3 -0.3 -0.3
H 1.594419 3.310457 2.587744 -0.1 0.3 0.1
H 1.884809 2.447737 1.113464 -0.3 0.1 -0.6
C 4.040609 -1.760573 1.603544 0.8 -1.0 1.5
C 3.552679 -2.116053 3.077554 -0.1 1.1 -0.1
C 4.596759 -1.791873 4.237604 0.4 -0.8 -3.3
O 4.016709 -1.783763 5.444614 -1.1 0.1 0.9
C 4.941239 -1.560573 6.501054 0.0 0.4 0.1
N 2.312889 -1.251713 3.359924 0.4 0.1 -0.6
H 1.671969 -1.144173 2.586784 -0.3 -0.7 -0.9
H 1.724279 -1.627193 4.089754 -0.3 -0.3 1.0
H 2.566469 -0.289013 3.530224 0.3 0.2 0.8
H 4.952509 -2.326483 1.413044 0.0 -0.4 0.2
H 4.432679 -0.744543 1.558144 -0.5 0.5 0.1
H 3.384859 -2.008723 0.768964 -0.4 0.2 0.4
H 3.165669 -3.127013 3.205194 0.2 -0.1 -0.3
H 5.125749 -0.882183 3.953454 -0.2 1.0 0.2
H 5.428009 -2.491323 4.148734 -0.1 -0.8 0.0
H 5.370569 -2.488403 6.879074 -0.3 -0.1 0.1
H 4.388629 -0.994713 7.251074 0.3 -0.3 0.2
H 5.767409 -0.958733 6.122454 0.1 0.2 0.1
C -1.463351 6.291067 -2.092476 1.1 -0.7 1.5
C -0.677201 5.008017 -2.550596 -1.4 0.5 -0.6
C 0.749969 5.277897 -3.140626 -0.5 -0.8 1.0
O 1.753669 5.430357 -2.103476 -1.8 -0.4 -0.7
C 3.052279 5.680507 -2.627836 -0.3 0.7 0.3
N -0.648611 3.800997 -1.561056 0.6 1.7 -0.5
H -1.535371 3.519447 -1.168006 -0.5 0.0 -0.1
H -0.251841 2.995147 -2.022886 0.1 -0.5 -0.2
H -0.037501 4.040707 -0.793476 0.7 0.1 0.9
H -0.952331 7.199717 -2.410786 0.0 -0.2 -0.1
H -1.439211 6.272167 -1.002906 -0.1 0.4 0.3
H -2.515631 6.367427 -2.366266 0.2 -0.4 -0.3
H -1.403701 4.607877 -3.257826 0.9 -0.1 -1.0
H 0.696749 6.164247 -3.772806 0.0 0.0 0.0
H 0.965159 4.403527 -3.754836 0.5 0.0 -0.2
H 3.604979 5.900027 -1.714366 0.6 -0.2 -0.4
H 3.046439 6.576867 -3.247996 0.0 0.1 -0.1
H 3.435569 4.854387 -3.226756 0.1 -0.1 0.2
C 3.612999 2.474697 -1.630006 0.6 -1.3 0.4
C 3.770779 0.975797 -1.241666 -0.5 -0.9 -0.2
C 3.183819 -0.015963 -2.239206 -0.3 -1.2 0.0
O 3.605359 -1.366833 -1.943586 0.1 2.4 0.3
C 2.914029 -2.322883 -2.746166 -0.8 0.2 0.7
N 5.292759 0.614847 -1.081306 -2.3 1.8 -0.2
H 5.604349 0.729897 -2.035126 1.0 -0.5 -0.2
H 5.665709 1.346207 -0.492986 0.7 0.1 0.1
H 5.453599 -0.287863 -0.657806 -0.1 -0.7 -0.3
H 4.354149 2.684477 -2.401236 0.1 0.5 0.2
H 3.738519 3.032827 -0.702186 0.3 0.4 -0.3
H 2.648709 2.761327 -2.049626 -0.1 -0.5 0.1
H 3.299559 0.761707 -0.282386 0.2 0.0 0.1
H 3.367359 0.219177 -3.287596 0.7 0.2 -0.3
H 2.097619 0.059727 -2.188676 -0.3 0.0 0.4
H 3.043039 -2.082673 -3.801516 0.6 -0.7 -0.1
H 1.839829 -2.237803 -2.581996 -0.1 0.0 0.2
H 3.227069 -3.263833 -2.293696 0.1 -0.2 -1.0
C -5.315551 1.354057 -0.635766 -0.8 -0.3 1.0
C -5.579271 1.155237 0.892224 1.1 0.5 0.9
C -4.548881 0.252447 1.625164 0.2 -0.1 1.0
O -4.774061 0.118767 3.062504 -1.0 0.1 -2.5
C -3.703041 -0.534513 3.737114 1.0 0.3 1.5
N -5.545231 2.523497 1.655884 -0.1 -0.6 -0.2
H -6.273421 3.123997 1.296374 -0.2 0.4 -0.1
H -5.726391 2.358897 2.635774 -0.4 -0.6 0.7
H -4.663411 3.014257 1.696684 0.5 0.0 -0.6
H -4.263351 1.403097 -0.916066 0.0 -0.3 0.2
H -5.827541 2.214857 -1.065876 0.0 0.3 0.4
H -5.824791 0.529427 -1.134526 0.4 -0.2 -0.1
H -6.594751 0.852357 1.147484 0.0 -0.3 -0.4
H -3.537251 0.642837 1.514304 0.2 0.4 -0.3
H -4.499421 -0.702983 1.102844 -0.3 -0.3 0.2
H -2.939981 0.218917 3.932524 0.4 0.0 -0.2
H -3.212871 -1.430833 3.357044 -0.5 0.1 -1.0
H -4.014801 -0.855443 4.731054 -0.6 0.2 -0.1
C -1.731801 -3.474443 -3.290866 -1.7 0.2 -1.2
C -3.151471 -3.100863 -2.737336 1.8 -0.6 0.9
C -4.335391 -3.703363 -3.538426 1.0 1.3 -1.4
O -4.160181 -3.307153 -4.958756 1.5 0.0 2.0
C -5.126341 -3.889573 -5.787336 -0.9 -0.7 0.9
N -3.131731 -3.536223 -1.274616 -0.9 0.6 -1.4
H -3.218151 -4.538233 -1.181846 0.0 -2.6 0.6
H -2.233211 -3.270953 -0.897256 0.1 0.0 0.5
H -3.916831 -3.155333 -0.766066 0.0 0.2 0.5
H -0.861271 -3.349113 -2.646996 -0.4 0.3 0.2
H -1.750541 -2.802093 -4.148586 0.9 -0.1 -0.2
H -1.712001 -4.492323 -3.680256 -0.1 0.0 0.2
H -3.164301 -2.017793 -2.615266 -0.4 0.1 -0.6
H -5.258981 -3.229323 -3.206226 -0.3 -0.3 0.2
H -4.332051 -4.786433 -3.415716 -0.2 -0.1 -0.1
H -4.987311 -3.674423 -6.846816 0.1 0.5 0.3
H -6.069061 -3.546023 -5.361496 -0.6 0.0 -0.8
H -5.123011 -4.973743 -5.674746 0.1 -0.2 -0.1
As -0.371651 -0.643143 0.102464 -0.2 -2.3 0.2
F -2.124011 -0.726823 -0.247036 1.6 0.2 0.2
F -0.341061 -2.318153 0.725154 -0.1 2.1 -1.0
F 1.376749 -0.477683 0.489784 -0.7 0.1 -0.5
F -0.337861 1.037947 -0.526536 0.0 -0.3 0.1
F -0.669061 -0.033533 1.744834 0.1 -0.1 -1.5
F 0.032109 -1.246773 -1.587156 -0.5 1.1 2.3
As -0.880651 -3.268553 4.813874 -1.7 -1.1 1.5
F 0.596379 -3.653883 3.838084 -0.9 0.8 0.7
F -0.979391 -4.918903 5.407644 0.5 1.3 -0.8
F -2.397231 -2.929303 5.713114 1.4 0.4 -0.7
F -0.732721 -1.548493 4.295674 0.1 -0.8 -0.1
F -1.957201 -3.632423 3.439104 1.4 0.6 0.6
F 0.065669 -2.779563 6.254354 -0.3 -0.4 -1.6
C -2.364091 -7.111563 -1.005496 -3.0 2.8 1.8
O -1.364161 -6.054053 -1.178846 1.3 -0.1 -0.3
O -3.480871 -6.427323 -0.450626 2.0 -1.2 -2.4
C -2.555811 -7.786923 -2.400636 0.0 -1.1 1.1
F -1.588251 -8.717133 -2.614406 0.4 0.2 0.1
F -3.704191 -8.505183 -2.538396 0.5 1.2 0.0
F -2.417301 -6.898963 -3.375956 -0.7 0.5 -1.0
C -0.059381 -6.352503 -0.668506 -1.0 -1.6 -0.4
C 0.936309 -5.291163 -0.889156 0.2 1.3 0.3
H 1.266659 -5.244103 -1.926826 -0.1 0.2 0.0
H 0.505719 -4.350523 -0.545806 0.1 0.4 -0.2
H 1.791529 -5.476323 -0.239226 0.2 -0.1 -0.1
H 0.341749 -7.206773 -1.213856 -0.2 -0.6 0.3
H -0.139441 -6.588603 0.392604 0.0 -0.1 0.1
H -1.999031 -7.884793 -0.329516 0.3 -0.2 0.1
```
Forces are in eV/Å.


Record 4
5 unconnected molecules or ions with the total composition H10O5 at a distorted geometry. Source: the OMol25 dataset; level of theory: ωB97M-V with the def2-TZVPD basis set.

Calculated values
Gap between HOMO and LUMO = 10.35 eV
Net charge = 0
Structure (SMILES) = O.O.O.O.O
ΔE to the lowest compared entry with this formula, charge and spin = 57.1 kcal per mole
E_LUMO = 0.20 eV
Highest occupied orbital energy = -0.3731 Eh

```
15
Properties=species:S:1:pos:R:3:forces:R:3
O -1.134333 0.129142 2.018752 1.2 -1.8 2.3
H -2.060686 0.058220 1.762178 0.5 0.1 0.2
H -0.688304 -0.526170 1.470471 -0.1 0.1 0.1
O 2.168737 -0.363569 3.395705 0.0 0.0 -0.2
H 1.838912 0.512039 3.164370 -0.1 -0.1 0.1
H 1.841815 -0.931577 2.688967 0.0 0.0 0.2
O -0.301940 0.011442 -2.528480 0.0 0.2 -0.1
H -1.036747 0.225855 -3.114206 0.0 -0.1 0.0
H 0.465088 0.402642 -2.961632 -0.4 0.5 -0.1
O 2.075208 -1.568564 -2.566997 0.3 0.1 0.1
H 1.488886 -0.809700 -2.663652 0.1 -0.7 0.2
H 2.055099 -1.761710 -1.622920 0.0 0.0 -0.1
O -2.048932 1.216097 0.443312 -1.7 1.5 -2.4
H -2.777154 1.275038 -0.185344 -0.1 0.2 -0.3
H -1.885648 2.130815 0.699474 0.1 -0.1 0.1
```
Forces are in eV/Å.


Record 5
A single CHI2NO molecule at a distorted geometry. Source: the OMol25 dataset; level of theory: ωB97M-V with the def2-TZVPD basis set.

Calculated values
Gap between HOMO and LUMO = 6.78 eV
Net charge = 0
ΔE to the lowest compared entry with this formula, charge and spin = 86.3 kcal per mole
E_LUMO = -1.34 eV
Highest occupied orbital energy = -0.2985 Eh

```
6
Properties=species:S:1:pos:R:3:forces:R:3
C 1.040473 0.134296 -0.432442 1.3 -3.3 -4.0
N -0.967758 0.037061 1.099623 -0.1 -0.9 1.5
O 0.997575 -0.533274 -1.475501 -0.3 3.0 4.0
I -0.462670 1.639710 0.121488 0.7 0.5 -0.9
I -2.421679 -1.139730 0.330193 -0.2 -0.1 -0.4
H 1.814062 -0.138062 0.356638 -1.3 0.8 -0.2
```
Forces are in eV/Å.


Record 6
A molecular structure, C23H27CaN3O3P2S3. Source: the OMol25 dataset; level of theory: ωB97M-V with the def2-TZVPD basis set.

Calculated values
Gap between HOMO and LUMO = 5.68 eV
Net charge = -2
ΔE to the lowest compared entry with this formula, charge and spin = 26.4 kcal per mole
E_LUMO = 4.48 eV
Highest occupied orbital energy = -0.0441 Eh

```
62
Properties=species:S:1:pos:R:3:forces:R:3
Ca -0.755113 0.106631 -0.584921 0.5 0.1 -0.4
C -2.995373 2.794449 1.864795 0.0 0.0 0.1
C -2.826728 1.382147 1.349925 0.1 -0.2 0.0
O -1.682714 0.909314 1.355279 -0.3 0.3 0.4
C -3.977643 0.635025 0.880560 -0.1 0.2 0.1
C -5.265611 1.050216 1.271663 -0.1 0.0 -0.1
C -6.399729 0.364510 0.916442 0.1 0.1 0.0
C -6.255156 -0.776920 0.103701 0.0 -0.1 -0.1
C -5.029127 -1.200853 -0.319311 0.0 0.0 0.0
C -3.816195 -0.522141 0.044188 0.0 -0.1 -0.1
O -2.702178 -0.931723 -0.394148 -0.5 -0.1 0.0
H -2.028979 3.289264 1.791601 0.0 0.0 0.0
H -3.321173 2.778348 2.908792 0.0 0.0 0.0
H -3.731097 3.346135 1.283346 0.0 0.0 0.0
H -5.357836 1.937009 1.887422 0.0 0.0 0.0
H -7.377090 0.696974 1.241613 0.0 0.0 0.0
H -7.139168 -1.324762 -0.208203 0.0 0.0 0.0
H -4.917490 -2.065828 -0.960948 0.0 0.0 0.0
O 0.797421 -1.142001 -1.537925 0.2 0.1 0.1
N 0.862762 -2.217934 -2.270952 0.0 -0.1 -0.1
C 1.180400 -2.043577 -3.572197 0.0 -0.1 -0.1
C 1.296943 -3.099396 -4.437421 0.0 0.1 0.1
C 1.063587 -4.384618 -3.933643 0.0 0.0 -0.1
C 0.714765 -4.539722 -2.619699 0.0 -0.1 0.1
C 0.595303 -3.452862 -1.716080 -0.2 0.0 -0.1
S 0.093648 -3.610548 -0.109345 0.1 0.0 0.0
H 1.295398 -1.002958 -3.837499 0.0 0.0 0.0
H 1.540936 -2.914295 -5.473256 0.0 0.0 0.0
H 1.130303 -5.250746 -4.581858 0.0 0.0 0.0
H 0.495370 -5.515198 -2.207960 0.0 0.0 0.0
C 0.541715 1.811339 3.732307 -0.1 0.0 0.1
P 1.214872 0.649046 2.484605 -0.1 -0.2 -0.3
C 0.647873 -0.943188 3.202041 0.0 0.0 0.0
C 2.966568 0.675722 3.073433 -0.2 0.4 0.2
C 3.925526 -0.253502 2.352593 0.4 -0.1 -0.2
P 3.372259 -0.713072 0.649432 -0.3 -0.2 -0.2
C 3.686168 0.822738 -0.303983 0.0 0.1 0.1
C 4.840747 -1.701230 0.131337 0.1 0.1 0.0
H 0.871449 1.550065 4.741256 0.0 0.0 0.1
H -0.546418 1.770393 3.682861 0.0 0.0 0.0
H 0.848083 2.832252 3.502080 0.0 0.0 0.0
H 0.969947 -1.061435 4.242407 0.0 0.0 0.0
H 1.019721 -1.770929 2.592698 0.0 0.0 0.0
H -0.442103 -0.970404 3.158208 0.0 0.0 0.0
H 2.972940 0.486278 4.152743 0.1 0.1 0.0
H 3.286291 1.712546 2.926355 0.0 0.0 0.0
H 4.010488 -1.195331 2.903112 0.0 0.0 -0.1
H 4.923615 0.199152 2.323634 0.1 -0.1 0.0
H 4.694130 1.217073 -0.134837 0.0 0.0 0.0
H 2.938101 1.581680 -0.054566 0.0 -0.1 0.0
H 3.553480 0.607785 -1.366469 0.0 0.0 0.0
H 5.790713 -1.203037 0.360699 0.0 0.0 0.0
H 4.777107 -1.863812 -0.944937 0.0 0.0 0.0
H 4.818839 -2.679735 0.611019 0.0 0.0 0.1
S -1.675763 1.065985 -3.116894 0.0 0.0 0.1
C -0.661241 2.451632 -3.371157 0.1 0.0 0.1
C -0.567581 2.898787 -4.733758 -0.1 0.1 -0.1
N -0.526834 3.244804 -5.834068 0.0 0.0 0.0
C 0.027590 3.155390 -2.417398 -0.2 -0.1 0.0
S 0.035145 2.813408 -0.707213 0.1 0.1 0.0
C 0.785985 4.298112 -2.830781 0.1 0.1 -0.1
N 1.412150 5.217550 -3.140719 0.0 0.0 0.0
```
Forces are in eV/Å.


Repeat the first record exactly.
A single C4H7NO2 molecule. Source: the OMol25 dataset; level of theory: ωB97M-V with the def2-TZVPD basis set.

Calculated values
Gap between HOMO and LUMO = 9.90 eV
Net charge = 0
Structure (SMILES) = C=CONC(C)=O
ΔE to the lowest compared entry with this formula, charge and spin = 85.4 kcal per mole
E_LUMO = 0.81 eV
Highest occupied orbital energy = -0.3340 Eh

```
14
Properties=species:S:1:pos:R:3:forces:R:3
C -0.882361 -1.760312 0.157474 0.1 0.1 -0.2
C -0.719626 -1.457796 -1.124887 -0.3 -0.2 0.2
O 0.205745 -0.632908 -1.720606 -0.3 -0.1 -0.4
N 0.450737 0.643418 -1.162520 0.3 0.1 0.3
C -0.112915 1.020341 0.056188 -0.2 -0.1 0.1
C 0.923885 1.450486 1.071379 0.0 0.1 0.1
O -1.297579 0.937021 0.283365 0.4 0.2 -0.1
H -0.270876 -1.380760 0.968841 -0.1 0.0 -0.2
H -1.741857 -2.357958 0.438909 0.2 -0.1 -0.1
H -1.356012 -1.866917 -1.901872 0.0 -0.1 0.1
H 1.450042 0.771536 -1.220535 0.0 -0.2 0.2
H 1.618376 0.613516 1.223284 -0.1 0.2 0.0
H 1.506612 2.313920 0.736915 -0.1 -0.1 0.0
H 0.423968 1.681273 2.010573 0.1 0.1 -0.1
```
Forces are in eV/Å.